one | Density functional theory data (the ωB97M-V functional and the def2-TZVPD basis) for a cluster of 3 separate species, C4H14O3 in total.

Each line ends with the Löwdin charge.
CARTESIAN COORDINATES (ANGSTROEM)
C1 -0.4919 -1.4939 -0.9572  -0.214
O1 -0.4996 -1.7722 -2.4509  -0.141
C2 -1.5501 -0.3746 -0.7285  -0.186
C3 -1.6026 0.1749 0.7486  -0.238
C4 -1.4863 1.7479 0.8048  -0.119
H1 0.4467 -1.2480 -0.5231  0.074
H2 -0.7163 -2.5601 -0.4994  0.146
H3 0.2877 -1.3411 -2.9062  0.100
H4 -1.3868 0.4409 -1.3685  0.077
H5 -2.4336 -0.9352 -1.1131  0.115
H6 -2.4940 -0.0505 1.3346  0.094
H7 -0.7134 -0.1838 1.2885  0.081
H8 -2.4207 2.1395 0.4624  0.050
H9 -1.4597 1.9538 1.9254  0.080
H10 -0.5338 2.0905 0.3054  0.079
H11 2.1626 0.9121 0.2694  -0.049
H12 2.4146 1.4384 -1.0050  -0.013
O2 2.7558 0.8380 -0.4196  0.012
H13 1.5957 1.1724 2.9938  0.075
H14 2.3947 -0.1410 2.9769  -0.017
O3 1.9489 0.4326 2.4521  -0.007

Properties
SMILES	CCCCO.O.O

two | Density functional theory data (the ωB97M-V functional and the def2-TZVPD basis) for a cluster of 5 separate species, C4H14O3 in total.

Each line ends with the Löwdin charge.
CARTESIAN COORDINATES (ANGSTROEM)
C1 1.9232 -1.5122 -0.0296  -0.039
C2 0.4416 -1.3031 0.0521  -0.118
C3 -0.3057 -1.2544 -1.0662  -0.094
C4 -1.7768 -1.0185 -1.1323  -0.078
H1 2.3726 -2.1177 0.7456  0.087
H2 2.3597 -0.5094 -0.1073  0.091
H3 2.1074 -1.9740 -0.9969  0.092
H4 0.0221 -0.8298 0.9834  0.026
H5 0.2191 -1.2129 -2.0159  0.140
H6 -1.8376 -0.0591 -1.6690  0.096
H7 -2.0388 -0.7021 -0.1236  0.044
H8 -2.4472 -1.7535 -1.5822  0.089
H9 -1.8660 1.7961 1.0848  0.021
H10 -0.6035 -0.8302 1.5437  0.348
O1 -1.3606 1.1551 0.5742  -0.280
H11 0.3587 0.2187 2.0606  -0.023
H12 -0.2311 1.0977 1.2430  -0.147
O2 0.5327 1.1539 1.8883  -0.123
H13 1.3029 1.5704 0.2315  -0.045
H14 0.0350 1.7260 -0.3019  -0.013
O3 0.9606 1.7928 -0.5985  -0.073

On energetic grounds, one is preferred over the next structure by 620.6 kJ/mol.

one | Density functional theory data (the ωB97M-V functional and the def2-TZVPD basis) for a cluster of 3 separate species, C2H8O3 in total.

Each line ends with the Löwdin charge.
CARTESIAN COORDINATES (ANGSTROEM)
C1 -1.3465 1.0146 1.9863  0.006
C2 -0.5480 0.4268 1.0993  -0.279
O1 0.8099 0.2691 1.2835  -0.001
H1 -2.3768 0.7073 1.8676  0.048
H2 -0.9911 1.5266 2.8698  0.058
H3 -0.9883 0.0340 0.1969  0.075
H4 1.1358 -0.1521 0.4719  0.062
H5 2.3684 1.0414 -1.3665  0.044
H6 1.7151 -0.0874 -2.2068  0.027
O2 2.3377 0.0907 -1.4976  -0.050
H7 -0.8195 -1.8741 -2.3190  0.042
H8 -0.9560 -1.3910 -0.8475  0.001
O3 -0.3406 -1.6059 -1.5377  -0.033

Properties
SMILES	C=CO.O.O

two | Density functional theory data (the ωB97M-V functional and the def2-TZVPD basis) for a cluster of 3 separate species, C2H8O3 in total.

Each line ends with the Löwdin charge.
CARTESIAN COORDINATES (ANGSTROEM)
O1 0.2085 0.0858 0.4713  0.032
C1 -0.4551 0.8913 1.0740  -0.279
C2 -0.5474 2.3348 0.6537  -0.046
H1 -0.9907 0.6050 1.9973  0.122
H2 -1.5553 2.7168 0.8285  0.076
H3 0.1382 2.9131 1.2768  0.086
H4 -0.2898 2.5031 -0.3873  0.082
H5 -1.4558 -2.8664 -1.2217  0.013
H6 -0.5097 -1.9312 -0.6222  0.007
O2 -0.7518 -2.3053 -1.4751  -0.037
H7 1.7263 -1.1679 -0.4067  -0.040
H8 2.0394 -2.0701 -1.4969  0.037
O3 2.4433 -1.7091 -0.6917  -0.053

Properties
SMILES	CC=O.O.O

On energetic grounds, two is preferred over the next structure by 65.6 kJ/mol.

one | Density functional theory data (the ωB97M-V functional and the def2-TZVPD basis) for a cluster of 15 separate species, C4H34O17 in total.

Each line ends with the Löwdin charge.
CARTESIAN COORDINATES (ANGSTROEM)
O1 -1.5486 2.3603 -0.6460  0.086
C1 -0.4724 1.8800 0.0202  -0.500
O2 0.3750 1.1982 -0.4848  0.106
C2 -0.5167 2.2213 1.4913  -0.082
C3 0.9203 2.5772 1.9316  -0.151
C4 1.4134 3.7482 1.2317  -0.273
O3 2.5939 3.8653 0.9565  0.051
H1 -0.3678 -4.8647 -1.1771  0.061
H2 -1.2976 2.8921 1.8444  0.125
H3 -0.8433 1.3248 1.9923  0.092
H4 1.6016 1.7098 1.8411  0.129
H5 1.0539 2.7028 3.0361  0.146
H6 0.6978 4.5323 0.9579  0.136
H7 3.6520 -1.3189 0.4527  0.054
H8 3.4037 -1.9938 1.8428  0.040
O4 3.0190 -1.3364 1.2543  -0.099
H9 2.1504 -1.2069 2.9795  0.041
H10 1.6353 -2.5532 3.1517  0.060
O5 1.3068 -1.6468 3.2233  -0.061
H11 3.2084 -1.5643 -1.5993  0.025
H12 4.4781 -0.6733 -1.4892  0.052
O6 4.1204 -1.5393 -1.2634  -0.052
H13 -2.8676 -2.4139 -0.2671  0.010
H14 -1.9582 -2.4353 1.0129  0.001
O7 -2.5004 -3.0177 0.4368  -0.111
H15 -0.3135 -1.2272 2.3724  0.061
H16 -1.0534 -2.3303 3.0164  0.086
O8 -1.2300 -1.5892 2.4229  -0.064
H17 0.1696 -1.3675 -0.7970  0.030
H18 -1.0497 -1.9173 -1.6684  0.065
O9 -0.7659 -1.2693 -1.0228  -0.064
H19 0.9881 -3.4172 -0.9541  0.024
H20 -1.0862 -4.0627 -0.0638  0.031
O10 -0.2030 -4.4328 -0.3331  -0.066
H21 2.0621 -2.7054 -0.1731  0.031
H22 1.7378 -1.0683 -3.9173  0.035
O11 1.5506 -2.5922 -0.9851  -0.092
H23 2.2255 1.7490 -2.0612  0.006
H24 3.6394 2.4620 -2.2067  0.046
O12 3.1676 1.6307 -2.1416  -0.036
H25 -4.1560 -0.6478 -0.2243  0.053
H26 -2.9576 -0.5343 -1.3514  0.055
O13 -3.6906 -1.0642 -0.9517  -0.047
H27 -0.8359 0.1920 -2.0983  -0.022
H28 -1.5987 2.0831 -1.6132  0.129
O14 -1.2172 0.6215 -2.8798  -0.074
H29 -1.2041 0.0282 -3.6357  0.046
H30 1.4233 0.3629 -3.6835  0.026
O15 1.1169 -0.3933 -4.2144  -0.051
H31 -3.1843 3.1719 0.5104  -0.001
H32 -3.8735 1.9345 1.2045  -0.006
O16 -4.0216 2.7482 0.6991  -0.067
H33 -2.2315 -0.2438 2.4196  0.003
H34 -3.6969 0.0030 2.4853  0.059
O17 -2.9001 0.4303 2.1495  -0.079

two | Density functional theory data (the ωB97M-V functional and the def2-TZVPD basis) for a cluster of 15 separate species, C4H34O17 in total.

Each line ends with the Löwdin charge.
CARTESIAN COORDINATES (ANGSTROEM)
O1 1.0110 1.2438 -0.1730  0.090
C1 0.2940 0.9526 -1.2959  -0.526
O2 -0.4557 0.0004 -1.2270  0.073
C2 0.6021 1.9684 -2.3657  -0.079
C3 -0.3886 3.1392 -2.3777  -0.110
C4 -0.6607 3.7532 -1.0050  -0.244
O3 -0.3930 4.8733 -0.6764  0.082
H1 -2.1180 -3.2747 1.6485  0.074
H2 1.6497 2.2504 -2.3417  0.137
H3 0.4171 1.3061 -3.2272  0.120
H4 -1.3175 2.9776 -2.9282  0.120
H5 0.1090 3.9043 -2.9956  0.126
H6 -0.8659 2.9834 -0.2312  0.091
H7 -3.3345 0.8718 -0.2577  0.023
H8 -2.7314 1.3224 -1.5443  0.002
O4 -3.0768 1.6857 -0.7278  -0.049
H9 -2.1156 0.2221 -3.2716  -0.007
H10 -1.1153 -0.2931 -4.3524  0.034
O5 -1.9637 0.1361 -4.2086  -0.034
H11 -1.6333 -1.7335 3.8479  -0.004
H12 -2.6363 -0.6558 4.0781  0.046
O6 -1.7348 -0.8914 4.3334  -0.067
H13 0.0323 -2.9695 0.2457  0.027
H14 -0.0525 -4.3261 -0.4575  0.048
O7 -0.5359 -3.7484 0.1371  -0.060
H15 1.9536 -2.4018 -3.2806  0.038
H16 0.5375 -2.8349 -2.9588  0.054
O8 1.3966 -3.2022 -3.1898  -0.044
H17 0.5508 -0.1102 2.6622  0.010
H18 -0.6311 -1.3072 2.2736  0.006
O9 -0.0795 -0.5386 2.0260  -0.096
H19 -2.4919 -1.4193 -1.1166  0.047
H20 -0.7340 -3.0182 1.9364  0.038
O10 -1.6035 -2.8183 2.3345  -0.068
H21 -2.2620 -0.6923 0.1817  0.024
H22 2.5412 1.0990 3.1208  0.075
O11 -2.9762 -1.0055 -0.3884  -0.052
H23 -1.6149 2.2218 1.5388  0.042
H24 -0.6647 1.1908 2.1485  0.013
O12 -1.1281 2.0406 2.3562  -0.052
H25 1.7872 -3.0802 -1.5455  -0.012
H26 2.6245 -3.9497 -0.3892  0.049
O13 2.0760 -3.2094 -0.6115  -0.069
H27 0.7027 4.2904 1.3755  0.004
H28 0.7329 0.5522 0.4678  0.088
O14 0.8709 3.8006 2.1853  -0.085
H29 0.2675 3.0277 2.2958  -0.026
H30 1.0620 1.5265 3.5429  0.053
O15 1.6803 0.7999 3.4350  -0.020
H31 4.1035 -1.6430 1.9923  0.044
H32 2.8121 -1.1909 2.5220  0.020
O16 3.5986 -0.8270 2.1104  -0.050
H33 3.1953 -1.4684 -1.9923  0.061
H34 2.1940 -0.6899 -1.3791  0.039
O17 2.5132 -0.8409 -2.2799  -0.045

On energetic grounds, one is preferred over the next structure by 104.9 kJ/mol.

one | Density functional theory data (the ωB97M-V functional and the def2-TZVPD basis) for an isolated molecule of C4H9N3.

Each line ends with the Löwdin charge.
CARTESIAN COORDINATES (ANGSTROEM)
C1 0.2932 -2.0260 0.2303  -0.047
C2 -0.3209 1.9068 0.2991  0.006
C3 0.3414 -0.5243 0.2389  -0.365
C4 1.4549 0.1970 0.1090  -0.180
N1 -1.8809 -0.2715 -0.3462  0.017
N2 -0.8211 0.2220 0.3894  -0.179
N3 2.5756 0.6435 -0.1411  0.117
H1 -2.7546 0.1353 -0.0397  0.083
H2 -1.7688 -0.2363 -1.3593  0.091
H3 2.9825 0.4123 -1.0485  0.065
H4 -0.1230 -2.3967 -0.7087  0.071
H5 1.2977 -2.4283 0.3509  0.078
H6 -0.3368 -2.3900 1.0426  0.076
H7 -1.3133 2.3474 0.2280  0.047
H8 0.0929 2.1122 1.2810  0.064
H9 0.2813 2.2966 -0.5256  0.057

Properties
SMILES	CC(=C=N)N(C)N

two | Density functional theory data (the ωB97M-V functional and the def2-TZVPD basis) for a structure of composition C4H9N3.

Each line ends with the Löwdin charge.
CARTESIAN COORDINATES (ANGSTROEM)
C1 0.3965 1.4678 -0.3745  -0.046
C2 -0.5290 0.1842 1.4796  -0.048
N1 0.1085 0.1335 0.1626  -0.218
C3 -0.6069 -0.7556 -0.8696  -0.553
C4 1.3172 -1.1620 -0.2874  -0.070
N2 0.4379 -1.4821 -1.2880  0.016
N3 -1.8414 -0.5706 -1.0810  0.117
H1 -2.2225 -1.2572 -1.7245  0.045
H2 -0.6785 -0.8312 1.8453  0.095
H3 1.0396 2.0159 0.3157  0.091
H4 0.8935 1.3604 -1.3377  0.100
H5 -0.5396 2.0135 -0.5194  0.097
H6 0.1066 0.7351 2.1743  0.091
H7 -1.5031 0.6706 1.4029  0.093
H8 2.3226 -0.8215 -0.5661  0.099
H9 1.2986 -1.7008 0.6679  0.092

three | Density functional theory data (the ωB97M-V functional and the def2-TZVPD basis) for an isolated molecule of C4H9N3.

Each line ends with the Löwdin charge.
CARTESIAN COORDINATES (ANGSTROEM)
C1 -1.5974 -1.1526 0.5527  -0.093
N1 0.2412 1.4469 -0.7908  -0.026
C2 0.4035 0.7678 0.3268  -0.412
C3 -0.2791 -0.8513 -0.1275  -0.405
N2 0.9438 2.5647 -1.0439  0.076
C4 0.6434 -1.8348 -0.3660  0.004
N3 0.7963 1.1132 1.4718  0.138
H1 -0.4817 -0.2522 -1.1465  0.137
H2 1.5516 2.8912 -0.2956  0.099
H3 0.8777 3.0496 -1.9247  0.103
H4 0.6983 0.4026 2.1863  0.048
H5 -1.4302 -1.5485 1.5550  0.072
H6 -2.1935 -0.2437 0.6406  0.074
H7 -2.1747 -1.8650 -0.0377  0.075
H8 1.6307 -1.6114 -0.7418  0.055
H9 0.3701 -2.8766 -0.2586  0.056

four | Density functional theory data (the ωB97M-V functional and the def2-TZVPD basis) for an isolated molecule of C4H9N3.

Each line ends with the Löwdin charge.
CARTESIAN COORDINATES (ANGSTROEM)
C1 0.5809 -1.0369 0.2842  -0.142
C2 1.3542 0.2461 0.5366  -0.511
N1 0.6455 1.4092 0.7821  0.106
N2 -2.1706 0.2741 0.0835  0.035
C3 -1.3260 0.0323 -0.9720  -0.246
C4 -0.1910 -0.7063 -0.9633  -0.131
N3 2.6482 0.3133 0.5221  0.089
H1 1.1987 2.2372 0.5904  0.097
H2 -0.3565 1.5126 0.6421  0.062
H3 3.0576 -0.6029 0.3204  0.030
H4 -3.1489 0.4218 -0.1540  0.097
H5 -1.9631 -0.2422 0.9359  0.090
H6 -0.0589 -1.2720 1.1410  0.105
H7 1.2647 -1.8687 0.0912  0.108
H8 -1.7631 0.3175 -1.9292  0.111
H9 0.2282 -1.0352 -1.9109  0.099

Properties
SMILES	[H]/N=C(/N)C/C=C\N

On energetic grounds, four is preferred over the next structure by 195.8 kJ/mol.